22
Properties=species:S:1:pos:R:3 method="wB97M-V/def2-TZVPD" charge=+1 largest_force_ev_per_a=0.956 smiles="NC(=O)C(=[NH2+])c1ccccc1C=O" e_lumo_ev=-4.55 homo_lumo_gap_ha=0.346 relative_energy_kcal_mol=0.00
N -2.0264 -0.3431 -1.7479
C -2.5447 -0.3470 -0.5196
O -3.6962 -0.5200 -0.2233
C -1.5375 -0.1407 0.6426
N -2.0906 -0.3625 1.7955
C -0.0898 -0.1144 0.4125
C 0.7007 -1.2528 0.4597
C 2.0540 -1.1533 0.1651
C 2.6290 0.0661 -0.1687
C 1.8577 1.2152 -0.2064
C 0.4984 1.1258 0.0795
C -0.4591 2.2151 0.0838
O -1.6253 1.9835 0.3438
H -1.0460 -0.2163 -1.9314
H -2.6530 -0.4688 -2.5287
H -1.6115 -0.2865 2.6826
H -3.1102 -0.4683 1.7762
H 0.2664 -2.2067 0.7125
H 2.6644 -2.0431 0.1958
H 3.6811 0.1160 -0.3933
H 2.2932 2.1712 -0.4501
H -0.1139 3.2257 -0.1542